[1]
Here is a cluster of 5 separate species, C13H21Cl8N in total in a non-equilibrium geometry from the OMol25 dataset. Energies are from the ωB97M-V functional and the def2-TZVPD basis.

Properties
Structure (SMILES): c1ccncc1.ClCCCl.ClCCCl.ClCCCl.ClCCCl
Kohn-Sham gap (eV): 10.26
HOMO (eV): -9.70
E_LUMO (eV): 0.56
Energy above the lowest of the compared OMol25 structures with the same formula, charge and spin (kcal per mole): 9.23

```
! wB97M-V def2-TZVPD RIJCOSX def2/J DEFGRID3
* xyz 0 1
Cl -3.539 -1.028 2.697
C -5.183 -1.705 2.960
C -5.753 -2.240 1.662
Cl -5.926 -0.979 0.400
H -5.768 -0.885 3.366
H -5.113 -2.519 3.677
H -6.733 -2.690 1.788
H -5.034 -2.966 1.288
Cl 1.604 0.070 -4.452
C 0.915 -0.772 -3.042
C -0.601 -0.846 -3.059
Cl -1.227 -1.717 -4.467
H 1.188 -0.256 -2.118
H 1.380 -1.755 -3.020
H -0.987 0.176 -3.047
H -0.894 -1.247 -2.089
Cl 0.198 3.207 -2.981
C 0.228 3.089 -1.177
C -0.959 3.826 -0.578
Cl -2.466 2.928 -0.792
H 1.136 3.647 -0.975
H 0.294 2.035 -0.948
H -1.134 4.802 -1.017
H -0.789 3.915 0.494
Cl 4.237 -0.997 -0.562
C 4.956 0.543 0.020
C 5.077 1.586 -1.062
Cl 3.515 2.156 -1.708
H 5.880 0.282 0.541
H 4.371 0.831 0.895
H 5.734 1.301 -1.879
H 5.547 2.477 -0.644
N 0.701 0.256 1.451
C -0.451 -0.382 1.223
C -0.594 -1.734 1.442
C 0.419 -2.461 2.053
C 1.566 -1.768 2.385
C 1.717 -0.455 1.943
H -1.263 0.171 0.766
H -1.543 -2.242 1.336
H 0.204 -3.472 2.371
H 2.404 -2.208 2.913
H 2.684 0.025 1.942
*
```

***

[2]
Here is a structure of composition C13H21ErN9OS from the OMol25 dataset. Energies are from the ωB97M-V functional and the def2-TZVPD basis.

Properties
Kohn-Sham gap (alpha / beta) (eV): 8.94 / 9.05
HOMO (alpha / beta) (eV): -18.61 / -18.61
E_LUMO (alpha / beta) (eV): -9.67 / -9.57

```
! wB97M-V def2-TZVPD RIJCOSX def2/J DEFGRID3
* xyz 3 4
Er -0.142 1.412 -0.624
N -0.074 5.034 -3.332
C 0.690 4.148 -2.719
N -0.084 3.373 -1.949
C -1.346 3.885 -2.165
N -1.371 4.887 -2.996
C -2.534 3.376 -1.467
C -3.788 3.950 -1.627
N -4.843 3.507 -0.956
C -4.663 2.493 -0.119
C -3.419 1.899 0.052
N -2.351 2.340 -0.624
H 0.202 5.769 -3.974
H 1.760 4.090 -2.840
H -3.930 4.782 -2.307
H -5.524 2.139 0.435
H -3.285 1.069 0.735
C -0.929 -2.132 -3.346
S 0.523 -1.539 -2.515
C 1.624 -1.308 -3.885
O 0.141 -0.071 -2.088
H -0.696 -3.143 -3.686
H -1.179 -1.481 -4.182
H -1.732 -2.179 -2.614
H 1.797 -2.299 -4.308
H 2.563 -0.912 -3.502
H 1.163 -0.647 -4.617
C 1.592 -3.724 2.640
C 2.470 -2.805 3.480
C 2.961 -3.495 4.751
C 1.722 -1.550 3.913
N 1.107 -0.838 2.750
C -0.158 -0.803 2.330
N -0.200 -0.072 1.230
N 1.079 0.315 1.022
N 1.867 -0.137 1.920
H 2.101 -4.669 2.461
H 1.352 -3.300 1.660
H 0.658 -3.964 3.158
H 3.338 -2.487 2.895
H 2.123 -3.894 5.326
H 3.521 -2.815 5.394
H 3.619 -4.324 4.498
H 2.366 -0.810 4.386
H 0.891 -1.778 4.583
H -0.981 -1.292 2.825
*
```

***

[3]
Here is a cluster of 7 separate species, C13H21F3N8O14S2 in total in a non-equilibrium geometry from the OMol25 dataset. Energies are from the ωB97M-V functional and the def2-TZVPD basis.

Properties
Structure (SMILES): O=S(=O)(c1ccc2nsnc2c1)C(F)(F)F.C[N+](=O)[O-].C[N+](=O)[O-].C[N+](=O)[O-].C[N+](=O)[O-].C[N+](=O)[O-].C[N+](=O)[O-]
Kohn-Sham gap (eV): 7.05
HOMO (eV): -9.27
E_LUMO (eV): -2.22

```
! wB97M-V def2-TZVPD RIJCOSX def2/J DEFGRID3
* xyz 0 1
O 2.586 -2.270 1.166
S 2.110 -0.940 1.869
O 2.652 -0.959 3.319
C 0.238 -0.978 1.920
C -0.463 -2.204 2.805
C -2.108 -2.392 2.899
C -3.145 -1.342 2.148
N -4.669 -1.323 2.115
S -5.034 0.113 1.128
N -3.489 0.803 0.623
C -2.445 -0.107 1.268
C -0.785 0.050 1.156
C 2.853 0.554 1.018
F 4.078 0.924 1.821
F 1.997 1.763 1.005
F 3.346 0.119 -0.310
H 0.274 -2.951 3.375
H -2.518 -3.309 3.523
H -0.369 0.922 0.496
C 1.702 -2.460 -1.887
N 0.256 -2.293 -2.194
O -0.057 -1.384 -2.972
O -0.525 -3.080 -1.646
H 2.269 -1.705 -2.436
H 1.828 -2.330 -0.811
H 1.992 -3.465 -2.203
C -2.810 2.996 -3.438
N -2.860 3.243 -1.972
O -1.806 3.576 -1.418
O -3.956 3.096 -1.419
H -1.789 3.162 -3.790
H -3.113 1.961 -3.609
H -3.500 3.695 -3.915
C 5.294 2.870 4.245
N 5.230 4.150 5.000
O 4.854 5.153 4.383
O 5.558 4.112 6.192
H 4.980 3.051 3.215
H 6.328 2.520 4.277
H 4.621 2.164 4.736
C 1.055 -7.158 -0.933
N 1.084 -5.742 -0.477
O 1.942 -5.004 -0.976
O 0.246 -5.411 0.369
H 1.843 -7.307 -1.674
H 1.222 -7.789 -0.058
H 0.072 -7.342 -1.373
C 2.736 4.734 -0.441
N 3.031 5.217 -1.816
O 2.460 4.644 -2.752
O 3.828 6.157 -1.918
H 2.023 3.908 -0.501
H 3.677 4.399 0.000
H 2.310 5.570 0.118
C -6.513 -0.783 -3.345
N -7.017 -0.427 -1.991
O -7.824 -1.203 -1.465
O -6.590 0.622 -1.495
H -6.970 -1.725 -3.656
H -6.793 0.025 -4.024
H -5.428 -0.886 -3.275
*
```

***

[4]
Here is a structure of composition C13H21F9IInO3P2 in a non-equilibrium geometry from the OMol25 dataset. Energies are from the ωB97M-V functional and the def2-TZVPD basis.

Properties
Kohn-Sham gap (eV): 8.19
HOMO (eV): -16.37
E_LUMO (eV): -8.18

```
! wB97M-V def2-TZVPD RIJCOSX def2/J DEFGRID3
* xyz 2 1
C -4.818 2.181 -1.392
C -3.585 1.457 -0.951
H -5.750 1.634 -1.175
H -4.743 2.381 -2.473
H -4.842 3.168 -0.903
O -3.426 0.391 -0.405
I -1.674 2.725 -1.473
In -0.603 0.356 -0.218
P -0.793 1.220 2.278
C -0.285 0.231 3.724
C 0.535 2.472 2.247
H 0.639 2.876 3.264
H -1.994 2.624 3.853
H 0.268 3.278 1.558
H -2.476 2.951 2.142
H 0.706 -0.210 3.542
H 1.479 2.018 1.934
C -2.230 2.169 2.874
H -0.244 0.889 4.610
H -3.084 1.485 2.982
H -1.019 -0.567 3.896
P -0.503 -1.132 -2.404
C 0.093 -2.857 -2.419
C -1.826 -1.111 -3.658
H 0.587 0.724 -3.518
H 1.101 -0.864 -4.171
H 1.763 -0.274 -2.614
C 0.878 -0.297 -3.256
H -2.102 -0.070 -3.875
H -1.472 -1.612 -4.579
H 0.250 -3.171 -3.465
H -0.659 -3.506 -1.952
H -2.698 -1.648 -3.259
H 1.040 -2.926 -1.864
C -1.006 -1.945 0.917
O -1.262 -2.936 1.407
F 3.599 1.513 0.998
C 3.480 0.257 1.510
F 4.732 -0.167 1.825
F 2.822 0.393 2.703
C 2.687 -0.675 0.506
O 1.491 -0.115 0.151
C 3.624 -0.874 -0.755
F 4.883 -1.302 -0.477
F 3.104 -1.790 -1.632
F 3.739 0.292 -1.448
C 2.475 -2.069 1.189
F 3.614 -2.698 1.566
F 1.698 -1.948 2.303
F 1.807 -2.917 0.356
*
```

***

[5]
Here is the molecule C13H21N2O9P in a non-equilibrium geometry from the OMol25 dataset. Energies are from the ωB97M-V functional and the def2-TZVPD basis.

Properties
Structure (SMILES): CC1=C[C@@H]([C@@H]2O[C@H](CO[P@@](=O)(O)CC(=O)O)[C@@H](O)[C@@H]2O)C(=O)N[C@@H]1N
Kohn-Sham gap (eV): 9.90
HOMO (eV): -9.41
E_LUMO (eV): 0.49

```
! wB97M-V def2-TZVPD RIJCOSX def2/J DEFGRID3
* xyz 0 1
O -2.363 -3.288 -1.284
O 1.748 4.739 2.915
O 2.877 0.873 0.638
O 1.738 5.203 0.703
O -0.808 -3.885 0.860
O 0.030 -2.907 3.616
O -0.178 -0.391 1.105
O 0.753 2.198 0.470
O 1.477 1.297 2.789
C -1.869 -2.242 -1.641
C 2.064 4.453 1.766
C -0.850 0.230 -2.639
C -0.124 -0.418 -1.672
N -2.019 -0.699 -4.481
N -2.581 -1.572 -2.571
C -0.341 1.554 -3.187
C -2.191 -0.309 -3.125
C -0.610 -1.669 -0.965
C 1.426 -0.142 2.922
C 3.006 3.332 1.567
C -1.044 -1.392 0.495
C -0.989 -2.577 1.462
C 0.208 -2.264 2.378
C 0.105 -0.743 2.441
P 2.057 1.880 1.340
H 1.121 5.896 1.037
H -1.437 -4.021 0.114
H -0.149 -3.839 3.505
H 0.302 1.326 0.519
H 0.876 -0.041 -1.380
H -1.142 -1.235 -4.566
H -1.986 0.133 -5.050
H -3.233 -2.133 -3.105
H -1.083 2.350 -3.003
H -0.125 1.496 -4.236
H 0.599 1.840 -2.714
H -2.987 0.421 -3.021
H 0.191 -2.419 -1.032
H 2.277 -0.607 2.401
H 1.603 -0.401 3.985
H 3.638 3.167 2.459
H 3.615 3.507 0.673
H -2.030 -0.959 0.458
H -1.966 -2.625 2.019
H 1.122 -2.676 1.926
H -0.725 -0.442 3.106
*
```

***

| no. | total energy (eV) |
| --- | --- |
| 1 | -115491.4673 |
| 2 | -67712.6548 |
| 3 | -84199.2584 |
| 4 | -76259.6911 |
| 5 | -44520.3337 |